Formula: C25H20Cl5FeN4O
Source: the OMol25 dataset
Level of theory: ωB97M-V/def2-TZVPD

Last column: Mulliken charge in e.
Cartesian coordinates (Å):
Fe: -0.89691 0.41492 0.12498  -0.015
C: 1.35673 0.71756 -1.82060  -0.842
C: 0.99309 2.19417 -1.71707  -1.264
C: 0.82164 2.69877 -0.31926  0.783
C: 1.73189 3.57178 0.25371  -0.978
C: 1.50974 4.05761 1.52991  -0.423
C: 0.36104 3.67133 2.20313  -0.924
C: -0.48712 2.78443 1.57972  -0.165
N: -0.26807 2.28902 0.35012  0.421
N: 0.14890 -0.15347 -1.80585  0.809
C: 0.53024 -1.57933 -1.84704  -1.801
C: 0.22498 -2.25143 -0.55948  1.626
C: 0.70957 -3.60678 -0.30708  -1.307
C: 0.36155 -4.24750 0.80349  -1.079
C: 0.45682 -3.05304 3.07381  -0.659
C: 0.17748 -1.61562 2.61857  -0.531
N: -0.52857 -1.59942 0.23280  -0.467
C: -0.78480 0.11282 -2.92030  -1.105
C: -1.85488 1.07251 -2.52831  0.704
C: -2.56588 1.81566 -3.45608  -1.156
C: -3.63193 2.58552 -3.02789  -0.327
C: -3.94782 2.59815 -1.67589  -0.928
C: -3.17605 1.85048 -0.81497  0.025
N: -2.14598 1.09073 -1.22555  0.419
H: 1.98492 0.41247 -0.98283  0.301
H: 1.92262 0.54818 -2.74347  0.681
H: 0.06780 2.38619 -2.25810  0.300
H: 1.75974 2.78529 -2.21607  0.663
H: 2.60098 3.87929 -0.31143  0.489
H: 2.21467 4.73866 1.98746  0.462
H: 0.12798 4.04409 3.18983  0.462
H: -1.39292 2.44945 2.07683  0.415
H: 1.56928 -1.72670 -2.15306  0.510
H: -0.07330 -2.11455 -2.58492  0.533
H: 1.30975 -4.08748 -1.06827  0.552
H: 0.65057 -5.27740 0.97725  0.530
H: -0.00693 -3.30348 4.02666  0.911
H: -0.28710 -0.97928 3.37124  0.519
H: -1.31784 -0.81485 -3.13478  0.629
H: -0.27128 0.40305 -3.84084  0.250
H: -2.28658 1.77955 -4.50045  0.495
H: -4.20856 3.16651 -3.73480  0.460
H: -4.77284 3.18006 -1.29198  0.447
H: -3.37995 1.85124 0.24942  0.418
Cl: 2.22738 -4.94360 3.79015  -0.065
C: 1.89297 -3.43945 3.09596  -0.132
C: -0.43333 -3.59721 1.88894  1.172
Cl: -1.73673 -4.66754 2.37214  -0.086
C: -0.82505 -2.11118 1.55030  0.467
Cl: -2.47863 -1.58186 1.90873  -0.175
C: 1.27768 -0.86076 1.94635  -0.990
O: 0.95948 0.16001 1.31055  0.074
C: 2.60350 -1.38951 1.97272  0.648
Cl: 3.81067 -0.47820 1.20561  -0.097
C: 2.89212 -2.64196 2.56993  0.468
Cl: 4.50330 -3.18789 2.58604  -0.128

Computed properties:
F_max = 0.058 Eh/bohr
E_tot = -131241.85825 eV
Expectation value of S² = 0.782
Highest occupied orbital energy (spin up / spin down) = -13.9 / -15.1 eV
HOMO-LUMO gap (spin up / spin down) = 7.71 / 7.26 eV
Charge = +2
ΔE to the lowest compared entry with this formula, charge and spin = 3.142 eV
Multiplicity = 2